Entry 1:
This record from OMol25 describes a structure of composition C44H72N14O5S at a distorted geometry. The level of theory is ωB97M-V/def2-TZVPD.

Summary:
Multiplicity: 1
F_max: 0.0601 hartree/bohr
E_HOMO: -7.398 eV
Energy: -88719.9929 eV
Orbital gap: 7.235 eV

Last column: Löwdin charge in e.
CARTESIAN COORDINATES (ANGSTROEM)
C1 2.817 -1.170 3.698  0.001
C2 2.012 -1.255 2.561  -0.146
C3 2.136 -2.397 1.582  -0.134
C4 0.901 -2.575 0.684  -0.424
C5 -0.097 -3.418 1.522  -0.098
C6 -1.581 -3.140 1.244  -0.164
C7 -2.409 -4.376 1.674  -0.214
C8 -2.664 -5.396 0.560  -0.198
C9 -3.340 -4.885 -0.727  -0.189
C10 -4.534 -3.920 -0.557  -0.163
C11 -4.461 -2.786 -1.615  -0.203
C12 -4.070 -1.394 -1.091  -0.217
C13 -5.026 -0.810 -0.036  -0.163
C14 -4.627 -1.082 1.433  -0.227
O1 -4.220 0.074 2.145  -0.197
C15 -2.928 0.501 1.756  -0.121
C16 0.417 -1.322 0.007  -0.140
O2 -0.309 -1.699 -1.166  -0.176
S1 0.583 -2.908 -1.790  0.639
O3 -0.396 -3.800 -2.327  -0.236
O4 1.489 -2.464 -2.809  -0.237
O5 1.273 -3.482 -0.432  -0.155
H1 2.451 -1.396 4.695  0.044
H2 3.856 -0.851 3.602  0.050
H3 1.303 -0.454 2.353  0.067
H4 2.302 -3.335 2.100  0.112
H5 3.003 -2.246 0.909  0.133
H6 0.070 -4.478 1.314  0.123
H7 0.124 -3.261 2.579  0.125
H8 -1.905 -2.293 1.852  0.102
H9 -1.785 -2.902 0.202  0.092
H10 -1.800 -4.885 2.432  0.100
H11 -3.349 -4.080 2.129  0.059
H12 -3.182 -6.256 0.992  0.097
H13 -1.679 -5.777 0.253  0.104
H14 -2.570 -4.430 -1.348  0.070
H15 -3.657 -5.783 -1.265  0.109
H16 -4.673 -3.572 0.465  0.086
H17 -5.434 -4.492 -0.797  0.104
H18 -3.745 -3.038 -2.400  0.094
H19 -5.435 -2.701 -2.094  0.088
H20 -4.129 -0.726 -1.948  0.052
H21 -3.028 -1.331 -0.766  0.081
H22 -6.065 -1.098 -0.181  0.089
H23 -4.975 0.275 -0.159  0.089
H24 -3.878 -1.874 1.508  0.079
H25 -5.512 -1.466 1.949  0.120
H26 -2.934 1.552 1.473  0.052
H27 -2.215 0.405 2.582  0.060
H28 -2.524 -0.091 0.931  0.062
H29 1.346 -0.884 -0.408  0.144
H30 0.042 -0.501 0.610  0.142
C17 4.694 -2.637 -3.727  -0.076
C18 5.467 -2.482 -4.951  -0.285
N1 6.081 -2.360 -5.913  0.116
H31 5.212 -3.274 -3.015  0.071
H32 4.519 -1.676 -3.246  0.084
H33 3.722 -3.086 -3.923  0.065
C19 -3.447 -6.415 5.251  -0.069
C20 -4.286 -5.881 4.189  -0.269
N2 -4.943 -5.460 3.347  0.158
H34 -2.615 -5.745 5.465  0.081
H35 -4.016 -6.546 6.170  0.081
H36 -3.034 -7.383 4.973  0.082
C21 3.973 -5.607 0.145  -0.069
C22 5.047 -4.635 0.240  -0.289
N3 5.904 -3.873 0.314  0.130
H37 3.368 -5.474 -0.751  0.079
H38 4.366 -6.624 0.131  0.084
H39 3.305 -5.525 1.003  0.076
C23 -1.232 3.558 -1.489  -0.068
C24 -2.275 2.532 -1.452  -0.249
N4 -3.167 1.810 -1.430  0.179
H40 -1.676 4.543 -1.354  0.073
H41 -0.475 3.439 -0.712  0.046
H42 -0.715 3.561 -2.447  0.078
C25 4.560 3.874 -0.076  -0.099
C26 3.138 3.576 0.066  -0.281
N5 2.008 3.411 0.165  0.129
H43 5.030 3.328 -0.891  0.026
H44 4.701 4.936 -0.272  0.055
H45 5.108 3.631 0.833  0.077
C27 -2.794 -0.554 -5.288  -0.061
C28 -4.063 -0.906 -4.670  -0.258
N6 -5.054 -1.184 -4.166  0.168
H46 -2.449 0.420 -4.943  0.077
H47 -2.024 -1.286 -5.046  0.081
H48 -2.884 -0.511 -6.373  0.080
C29 -7.473 1.383 2.073  -0.063
C30 -7.897 0.831 0.794  -0.283
N7 -8.208 0.386 -0.217  0.141
H49 -7.909 0.828 2.902  0.084
H50 -6.386 1.336 2.176  0.066
H51 -7.777 2.424 2.171  0.078
C31 -1.596 1.992 5.833  -0.092
C32 -0.734 1.256 4.922  -0.254
N8 -0.047 0.674 4.207  0.152
H52 -1.024 2.453 6.644  0.019
H53 -2.133 2.782 5.317  0.034
H54 -2.338 1.338 6.289  0.088
C33 4.607 7.882 -2.059  -0.066
C34 3.572 6.860 -2.057  -0.278
N9 2.757 6.052 -2.062  0.147
H55 4.189 8.861 -2.288  0.084
H56 5.097 7.947 -1.088  0.080
H57 5.370 7.662 -2.805  0.083
C35 2.874 4.130 -5.742  -0.084
C36 3.787 5.253 -5.896  -0.298
N10 4.508 6.138 -6.015  0.117
H58 2.225 4.026 -6.610  0.076
H59 3.416 3.193 -5.626  0.082
H60 2.240 4.256 -4.864  0.070
C37 6.607 4.400 -8.965  -0.072
C38 5.283 3.808 -8.859  -0.278
N11 4.236 3.347 -8.776  0.139
H61 6.583 5.454 -8.692  0.080
H62 7.312 3.899 -8.303  0.082
H63 6.990 4.323 -9.981  0.081
C39 0.187 2.741 10.349  -0.064
C40 -0.675 3.173 9.259  -0.246
N12 -1.353 3.514 8.398  0.144
H64 1.023 3.426 10.480  0.084
H65 -0.362 2.699 11.288  0.084
H66 0.595 1.749 10.155  0.084
C41 9.148 1.447 -1.929  -0.064
C42 7.827 1.765 -1.394  -0.236
N13 6.779 2.014 -0.984  0.150
H67 9.816 1.112 -1.137  0.084
H68 9.090 0.655 -2.674  0.086
H69 9.598 2.319 -2.402  0.083
C43 -3.325 5.435 1.715  -0.057
C44 -3.274 4.320 2.649  -0.238
N14 -3.234 3.434 3.376  0.172
H70 -4.241 6.009 1.840  0.085
H71 -2.483 6.110 1.865  0.086
H72 -3.291 5.082 0.685  0.070

Forces on atoms 1 to 2 (eV/Å):
C -0.153 0.128 -0.728
C 0.243 -0.213 0.569

=====

Entry 2:
This record from OMol25 describes a structure of composition C2H3N2S2 at a distorted geometry. The level of theory is ωB97M-V/def2-TZVPD.

Summary:
Multiplicity: 1
Net charge: +1
F_max: 0.0236 hartree/bohr
E_HOMO: -14.717 eV
Energy: -26764.6419 eV
Orbital gap: 8.930 eV

Last column: Löwdin charge in e.
CARTESIAN COORDINATES (ANGSTROEM)
C1 -0.280 0.831 -0.009  -0.765
C2 1.711 -1.020 0.032  -0.758
N1 0.483 -0.894 0.061  0.062
N2 -1.553 0.577 -0.060  0.132
S1 3.231 -0.869 -0.033  1.003
S2 0.751 1.997 0.018  0.909
H1 -0.188 -1.637 0.178  0.136
H2 -1.962 -0.347 -0.079  0.132
H3 -2.193 1.362 -0.107  0.150

Forces on atoms 1 to 2 (eV/Å):
C 1.146 -0.051 0.042
C 0.734 0.226 -0.064

=====

Entry 3:
This record from OMol25 describes a structure of composition C17H23N2O2S5Tl. The level of theory is ωB97M-V/def2-TZVPD.

Summary:
Multiplicity: 1
F_max: 0.0081 hartree/bohr
E_HOMO: -7.372 eV
Energy: -83946.3277 eV
Orbital gap: 5.040 eV

Last column: Löwdin charge in e.
CARTESIAN COORDINATES (ANGSTROEM)
Tl1 0.675 1.410 0.310  0.829
S1 2.256 3.364 7.754  0.640
C1 1.750 2.675 6.387  -1.502
S2 0.198 3.028 5.669  0.911
C2 0.293 1.990 4.281  -1.167
C3 1.572 1.197 4.191  -1.157
S3 1.921 0.150 3.028  0.782
S4 2.706 1.547 5.469  0.915
S5 -0.900 1.947 3.199  0.694
C4 -1.414 -2.869 1.095  -0.012
C5 -0.272 -1.955 0.690  -0.390
O1 -0.511 -0.742 0.724  -0.139
C6 0.994 -2.531 0.273  -0.112
C7 1.085 -3.942 0.151  -0.055
C8 2.199 -4.571 -0.326  -0.106
C9 3.298 -3.778 -0.717  -0.087
C10 3.263 -2.418 -0.606  -0.023
C11 2.128 -1.723 -0.082  -0.410
O2 2.194 -0.453 0.053  -0.297
H1 -2.248 -2.247 1.412  0.080
H2 -1.123 -3.529 1.913  0.089
H3 -1.730 -3.498 0.261  0.087
H4 0.237 -4.550 0.438  0.098
H5 2.235 -5.649 -0.406  0.093
H6 4.187 -4.257 -1.111  0.101
H7 4.109 -1.806 -0.895  0.112
C12 0.898 1.553 -3.017  -0.120
N1 0.001 0.609 -2.360  -0.307
C13 0.383 -0.754 -2.717  -0.078
C14 -1.391 0.848 -2.732  -0.199
C15 -1.992 2.105 -2.129  -0.208
N2 -2.006 2.100 -0.673  -0.326
C16 -2.293 3.431 -0.159  -0.115
C17 -2.963 1.137 -0.142  -0.094
H8 0.836 1.481 -4.114  0.095
H9 1.925 1.342 -2.714  0.087
H10 0.666 2.578 -2.726  0.070
H11 0.262 -0.936 -3.796  0.097
H12 -0.231 -1.468 -2.169  0.089
H13 1.424 -0.925 -2.447  0.082
H14 -1.973 -0.023 -2.425  0.115
H15 -1.488 0.918 -3.829  0.128
H16 -3.014 2.223 -2.527  0.128
H17 -1.428 2.979 -2.459  0.110
H18 -3.290 3.789 -0.460  0.094
H19 -1.548 4.139 -0.526  0.085
H20 -2.250 3.429 0.931  0.056
H21 -3.975 1.317 -0.540  0.095
H22 -2.999 1.220 0.944  0.075
H23 -2.658 0.118 -0.371  0.068

Forces on atoms 1 to 2 (eV/Å):
Tl 0.149 -0.045 -0.124
S 0.034 0.044 0.157

=====

Entry 4:
This record from OMol25 describes a cluster of 2 separate species, C3H10NO3 in total at a distorted geometry. The level of theory is ωB97M-V/def2-TZVPD.

Summary:
Multiplicity: 1
Net charge: +1
F_max: 0.0937 hartree/bohr
E_HOMO: -14.967 eV
Energy: -10899.3780 eV
Orbital gap: 11.926 eV

Last column: Löwdin charge in e.
CARTESIAN COORDINATES (ANGSTROEM)
C1 1.259 -0.420 2.078  0.022
C2 -0.620 -1.540 0.918  -0.014
C3 -0.577 1.520 -2.076  -0.658
N1 0.408 -0.521 0.838  -0.054
O1 -0.723 1.365 -0.844  0.042
O2 0.422 0.922 -2.599  0.184
O3 -1.468 2.037 -2.871  0.215
H1 1.567 0.615 2.343  0.121
H2 0.707 -0.941 2.770  0.064
H3 2.283 -0.796 1.941  0.112
H4 -1.370 -1.242 1.569  0.092
H5 -0.260 -2.462 1.323  0.110
H6 -0.073 0.365 0.617  0.124
H7 1.002 -0.748 -0.015  0.202
H8 -0.981 -1.573 -0.091  0.109
H9 0.705 1.266 -3.496  0.190
H10 -2.282 2.154 -2.404  0.140

Forces on atoms 1 to 2 (eV/Å):
C 2.186 1.826 -1.649
C 0.286 -0.528 -0.951

=====

Entry 5:
This record from OMol25 describes a structure of composition C50H51AsLaN6O5PS6 at a distorted geometry. The level of theory is ωB97M-V/def2-TZVPD.

Summary:
Multiplicity: 1
Net charge: -2
F_max: 0.0751 hartree/bohr
E_HOMO: -2.083 eV
Energy: -207856.0266 eV
Orbital gap: 5.756 eV

Last column: Löwdin charge in e.
CARTESIAN COORDINATES (ANGSTROEM)
La1 -0.609 1.033 1.755  1.655
C1 -2.172 0.439 4.788  -0.085
N1 -1.729 -0.473 3.736  -0.292
C2 -0.638 -1.328 4.226  -0.098
C3 -2.741 -1.227 3.021  -0.207
C4 -2.836 -2.559 3.249  -0.091
C5 -3.676 -3.343 2.521  -0.133
C6 -4.490 -2.770 1.547  -0.097
C7 -4.487 -1.375 1.471  -0.050
C8 -3.495 -0.539 1.995  -0.244
N2 -3.191 0.826 1.851  -0.073
C9 -3.612 1.538 0.711  -0.270
C10 -4.481 1.152 -0.353  -0.020
C11 -4.803 2.009 -1.412  -0.101
C12 -4.227 3.242 -1.414  -0.154
C13 -3.424 3.666 -0.428  -0.091
C14 -3.099 2.882 0.672  -0.286
N3 -2.236 3.328 1.736  -0.285
C15 -2.979 3.738 2.923  -0.070
C16 -1.337 4.354 1.257  -0.130
H1 -2.608 -0.022 5.641  0.067
H2 -2.982 1.132 4.337  0.102
H3 -1.350 1.153 5.050  0.078
H4 -0.209 -1.926 3.473  0.041
H5 -0.955 -2.026 5.024  0.092
H6 0.123 -0.657 4.570  0.077
H7 -2.238 -3.018 3.986  0.086
H8 -3.746 -4.424 2.703  0.101
H9 -5.279 -3.252 1.050  0.081
H10 -5.341 -0.958 0.920  0.092
H11 -4.852 0.109 -0.357  0.079
H12 -5.365 1.637 -2.209  0.077
H13 -4.436 3.844 -2.308  0.101
H14 -3.022 4.701 -0.495  0.116
H15 -3.335 4.795 2.766  0.097
H16 -2.367 3.700 3.818  0.075
H17 -3.888 3.190 2.985  0.071
H18 -1.868 5.278 1.178  0.066
H19 -1.009 4.108 0.232  0.065
H20 -0.445 4.466 1.922  0.088
S1 6.597 1.561 -6.997  -0.341
As1 5.593 2.993 -5.911  -0.055
S2 -0.599 1.578 -0.890  -0.053
S3 -0.956 -0.507 -0.554  0.021
S4 5.804 3.017 -3.776  -0.285
O1 1.459 -0.652 1.913  -0.187
H21 2.361 -0.473 2.131  0.012
H22 1.474 -1.060 1.025  -0.013
O2 1.612 3.892 4.126  -0.031
N4 1.085 2.765 4.302  -0.590
O3 1.590 1.823 4.893  0.006
O4 -0.055 2.599 3.794  -0.217
S5 4.571 -2.038 0.794  0.538
C17 3.882 -1.017 -0.377  -0.837
N5 4.577 -0.116 -1.079  0.046
C18 4.108 0.608 -2.076  -0.123
C19 2.777 0.494 -2.447  -0.026
C20 2.012 -0.363 -1.654  -0.187
N6 2.498 -1.028 -0.628  0.067
H23 5.526 -0.045 -0.768  0.123
H24 4.830 1.251 -2.554  -0.029
H25 2.362 1.110 -3.235  0.115
H26 0.963 -0.348 -1.883  -0.018
O5 1.972 1.969 1.725  -0.634
S6 3.014 2.186 0.649  1.035
C21 2.778 3.919 0.106  -0.332
C22 2.211 4.698 1.071  -0.097
C23 1.855 5.966 0.714  -0.070
C24 2.236 6.494 -0.542  -0.094
C25 2.815 5.704 -1.480  -0.079
C26 3.068 4.320 -1.196  -0.039
C27 4.600 2.246 1.498  -0.337
C28 5.786 2.306 0.749  -0.078
C29 6.991 2.339 1.427  -0.091
C30 6.989 2.132 2.773  -0.101
C31 5.797 2.096 3.504  -0.064
C32 4.580 2.094 2.861  -0.065
H27 1.985 4.272 2.040  0.081
H28 1.322 6.645 1.339  0.098
H29 1.939 7.542 -0.738  0.108
H30 3.157 5.995 -2.453  0.097
H31 3.397 3.665 -2.042  0.080
H32 5.721 2.488 -0.309  0.095
H33 7.898 2.413 0.836  0.110
H34 7.933 2.126 3.316  0.100
H35 5.857 1.895 4.613  0.125
H36 3.627 1.958 3.359  0.093
C33 -0.452 -1.878 -6.212  -0.105
C34 -0.571 -3.206 -5.885  -0.142
C35 -1.164 -3.633 -4.735  -0.148
C36 -1.693 -2.739 -3.779  -0.316
C37 -1.434 -1.412 -4.055  -0.125
C38 -0.897 -0.959 -5.257  -0.082
P1 -2.503 -3.224 -2.069  1.113
C39 -2.894 -4.986 -2.468  -0.389
C40 -2.739 -5.901 -1.375  -0.061
C41 -3.246 -7.225 -1.508  -0.094
C42 -3.907 -7.619 -2.690  -0.096
C43 -4.039 -6.652 -3.712  -0.114
C44 -3.615 -5.382 -3.541  -0.168
C45 -0.971 -3.441 -1.140  -0.488
C46 -0.961 -3.273 0.229  -0.248
C47 0.115 -3.483 1.038  -0.080
C48 1.338 -3.841 0.433  -0.105
C49 1.428 -4.041 -0.911  -0.082
C50 0.262 -3.881 -1.727  -0.033
H37 -0.036 -1.552 -7.175  0.102
H38 -0.212 -3.971 -6.612  0.110
H39 -1.210 -4.743 -4.759  0.114
H40 -1.568 -0.692 -3.237  0.059
H41 -0.684 0.129 -5.379  0.115
H42 -2.089 -5.634 -0.509  0.106
H43 -3.214 -7.952 -0.714  0.083
H44 -4.220 -8.690 -2.819  0.102
H45 -4.291 -6.873 -4.718  0.086
H46 -3.657 -4.736 -4.413  0.105
H47 -1.895 -2.937 0.651  0.062
H48 0.005 -3.410 2.096  0.084
H49 2.197 -3.833 1.064  0.061
H50 2.324 -4.245 -1.419  0.083
H51 0.332 -4.024 -2.799  0.084

Forces on atoms 1 to 2 (eV/Å):
La 0.405 0.456 0.630
C -0.844 2.778 -1.824